Below is a 2-piece molecular cluster, C3H15N3Si2 overall at a distorted geometry, with properties calculated with ωB97M-V/def2-TZVPD.

Calculated values
* calculated total energy: -866.5456 Eh
* lowest unoccupied orbital energy (spin up / spin down): 0.20 / 0.20 eV
* highest occupied orbital energy (spin up / spin down): -7.1 / -7.1 eV

Cartesian coordinates (Å):
C1 -0.635 -0.583 2.427
C2 -1.912 -1.688 -0.827
C3 2.207 0.472 -1.686
N1 -0.878 1.017 -1.324
N2 2.701 2.004 0.853
N3 -0.583 0.191 1.229
Si1 -1.631 0.044 -0.074
Si2 2.159 0.529 0.190
H1 0.355 -0.634 2.892
H2 -1.307 -0.098 3.149
H3 -0.993 -1.612 2.286
H4 -2.205 -2.375 -0.036
H5 -2.699 -1.707 -1.576
H6 -1.010 -2.083 -1.287
H7 3.227 0.357 -2.052
H8 1.615 -0.362 -2.048
H9 1.781 1.372 -2.119
H10 -1.354 0.956 -2.213
H11 -0.817 1.993 -1.077
H12 2.713 2.112 1.859
H13 2.446 2.876 0.416
H14 -3.004 0.536 0.236
H15 2.667 -0.567 0.999